[1]
DFT (ωB97M-V/def2-TZVPD) results for 9 unconnected molecules or ions with the total composition C45H46BrIN9O4.

LUMO level: 1.5 eV
HOMO-LUMO gap: 6.163 eV
net charge: -1

Geometry (Å):
C1 -7.05771 1.25522 -2.25274
C2 -5.45530 1.58958 -2.22023
Br1 -4.74391 1.50116 -0.30932
C3 -4.53264 0.79514 -3.30079
N1 -4.75802 -0.66806 -3.46906
C4 -5.85434 -1.04576 -4.42267
O1 -6.52786 -2.19877 -4.15918
O2 -6.28216 -0.28662 -5.61443
C5 -4.71086 -1.48224 -2.21168
O3 -5.65184 -1.60281 -1.27294
O4 -3.47992 -2.31568 -2.00231
I1 -2.10471 -1.28840 -0.93765
H1 -7.38724 0.30355 -1.65889
H2 -7.62634 2.19573 -1.78660
H3 -7.41264 1.23018 -3.39097
H4 -5.36361 2.74874 -2.49444
H5 -3.39050 0.96740 -3.00683
H6 -4.65553 1.34856 -4.35110
N2 -2.82220 4.23166 2.59270
C6 -4.09355 3.97751 2.21264
C7 -5.19986 4.62114 2.74363
C8 -4.99288 5.58203 3.72768
C9 -3.69518 5.86459 4.14150
C10 -2.65259 5.17077 3.54860
H7 -4.20335 3.21754 1.44449
H8 -6.19861 4.37878 2.39866
H9 -5.83568 6.10659 4.16835
H10 -3.50053 6.60754 4.90661
H11 -1.62144 5.35812 3.83487
N3 1.16793 -0.53146 -2.50983
C11 1.98505 0.37393 -1.92851
C12 3.34892 0.44370 -2.16333
C13 3.91269 -0.47249 -3.04496
C14 3.09736 -1.41837 -3.65787
C15 1.74368 -1.40675 -3.36237
H12 1.49855 1.06490 -1.24621
H13 3.95687 1.19385 -1.67045
H14 4.97846 -0.44958 -3.25297
H15 3.50615 -2.14639 -4.34936
H16 1.06529 -2.12259 -3.81807
N4 3.22650 0.66971 1.49066
C16 3.63852 1.65710 2.31567
C17 4.51891 1.46461 3.36830
C18 5.00512 0.18108 3.59334
C19 4.59776 -0.85708 2.76184
C20 3.71691 -0.56533 1.73282
H17 3.22876 2.63985 2.10133
H18 4.81785 2.29517 3.99763
H19 5.69592 -0.00875 4.40969
H20 4.95808 -1.86858 2.91117
H21 3.37225 -1.34082 1.05449
N5 7.46474 -0.07695 -5.03321
C21 7.82738 -0.67671 -6.18826
C22 7.44196 -0.23059 -7.44228
C23 6.63173 0.89729 -7.51927
C24 6.24002 1.53583 -6.34712
C25 6.67943 1.01684 -5.13986
H22 8.45687 -1.55461 -6.07561
H23 7.76526 -0.75017 -8.33713
H24 6.30835 1.27579 -8.48457
H25 5.60850 2.41660 -6.37325
H26 6.40374 1.48173 -4.19742
N6 3.81845 3.06354 5.83089
C26 2.96968 4.00244 5.35824
C27 2.51050 5.07358 6.10787
C28 2.94366 5.18927 7.42449
C29 3.81649 4.23691 7.94052
C30 4.22301 3.20337 7.11200
H27 2.65789 3.86664 4.32673
H28 1.83130 5.79971 5.67580
H29 2.60418 6.01476 8.04334
H30 4.17199 4.29853 8.96282
H31 4.90652 2.43726 7.46723
N7 6.23345 4.25614 -3.31123
C31 6.80522 3.62949 -2.25968
C32 7.81717 4.18167 -1.49078
C33 8.27548 5.45275 -1.82066
C34 7.70774 6.12276 -2.89949
C35 6.69802 5.48966 -3.60628
H32 6.41566 2.63881 -2.04417
H33 8.23805 3.63381 -0.65534
H34 9.06828 5.91758 -1.24183
H35 8.04302 7.11411 -3.18246
H36 6.22066 5.97289 -4.45417
N8 -4.80130 -5.83804 1.72817
C36 -5.68310 -5.70005 2.74244
C37 -6.62466 -4.68579 2.81232
C38 -6.66398 -3.75212 1.78217
C39 -5.76742 -3.86649 0.72471
C40 -4.86472 -4.91757 0.74168
H37 -5.61056 -6.45117 3.52360
H38 -7.31034 -4.62503 3.64983
H39 -7.38735 -2.94221 1.80293
H40 -5.77209 -3.15477 -0.09304
H41 -4.14703 -5.05186 -0.06280
N9 -6.44064 -11.79932 1.70716
C41 -7.26472 -10.78499 1.36454
C42 -6.88494 -9.45237 1.35767
C43 -5.58186 -9.13744 1.72820
C44 -4.71010 -10.15999 2.08813
C45 -5.18114 -11.46278 2.06050
H42 -8.27193 -11.08135 1.08642
H43 -7.58821 -8.67880 1.07084
H44 -5.24822 -8.10387 1.73624
H45 -3.68855 -9.94749 2.38231
H46 -4.53805 -12.29615 2.32929

Atom charges from the Löwdin analysis, given in e for atoms 1 to 99: C -0.1549; C -0.6237; Br 0.5985; C -0.2238; N -0.0181; C -0.4408; O -0.1436; O -0.2599; C -0.3879; O -0.0464; O -0.6618; I 0.9219; H 0.0812; H 0.0784; H 0.1043; H 0.1035; H 0.1082; H 0.1498; N 0.0595; C -0.1572; C -0.0695; C -0.0897; C -0.0929; C -0.1634; H -0.0222; H 0.1035; H 0.1003; H 0.0939; H 0.0924; N 0.0417; C -0.1530; C -0.0836; C -0.0854; C -0.0790; C -0.1505; H 0.0998; H 0.0896; H 0.0853; H 0.0987; H 0.1042; N 0.0595; C -0.1510; C -0.0906; C -0.0790; C -0.0808; C -0.1507; H 0.0950; H 0.0677; H 0.1018; H 0.0986; H 0.1031; N 0.0531; C -0.1571; C -0.0839; C -0.0811; C -0.0666; C -0.1572; H 0.0983; H 0.0982; H 0.1038; H 0.1039; H 0.0761; N 0.0464; C -0.1318; C -0.0697; C -0.0798; C -0.0783; C -0.1394; H 0.0990; H 0.1021; H 0.1044; H 0.1000; H 0.1035; N 0.0578; C -0.1538; C -0.0730; C -0.0826; C -0.0809; C -0.1499; H 0.0929; H 0.1027; H 0.1034; H 0.0993; H 0.1011; N 0.0308; C -0.1793; C -0.0873; C -0.0655; C -0.0438; C -0.1236; H 0.0952; H 0.0943; H 0.1072; H 0.0682; H 0.1074; N 0.0388; C -0.1613; C -0.0704; C -0.0715

=====

[2]
DFT (ωB97M-V/def2-TZVPD) results for a molecular structure, C45H48AsN6O2P2Ti.

LUMO level: -9.1 eV
HOMO-LUMO gap: 6.418 eV
net charge: +3

Geometry (Å):
Ti1 -0.26069 -0.26215 -1.17006
O1 -0.48868 -2.90451 -3.54381
C1 0.20472 -2.09219 -2.97240
N1 0.13212 -0.70849 -3.04421
C2 -0.78806 -0.12110 -4.02564
C3 -1.47609 1.08779 -3.45122
C4 -2.20565 1.95369 -4.24211
C5 -2.74786 3.09360 -3.67274
C6 -2.52824 3.35052 -2.32550
C7 -1.80225 2.44911 -1.58755
N2 -1.30343 1.31742 -2.13091
C8 1.26396 -2.47859 -1.97117
C9 2.08698 -3.56375 -2.12183
C10 3.11286 -3.72914 -1.19612
C11 3.25033 -2.81960 -0.15916
C12 2.35482 -1.77316 -0.05581
N3 1.36944 -1.60347 -0.94706
H1 -1.52012 -0.85964 -4.36279
H2 -0.21757 0.17901 -4.90739
H3 -2.32390 1.74110 -5.29715
H4 -3.31750 3.78799 -4.27702
H5 -2.90649 4.24352 -1.84799
H6 -1.60129 2.61153 -0.53812
H7 1.94255 -4.23680 -2.95596
H8 3.80408 -4.55657 -1.29414
H9 4.04489 -2.91087 0.56835
H10 2.41254 -1.06398 0.75560
C13 0.90827 3.16204 1.43948
N4 0.76136 1.90245 0.69208
P1 -0.07600 0.48717 1.34702
C14 0.94171 0.19060 2.83333
C15 0.37915 -0.23279 4.04025
C16 1.17350 -0.40222 5.16222
C17 2.54353 -0.17568 5.09336
C18 3.11394 0.22304 3.89504
C19 2.31353 0.40871 2.77541
C20 -1.64840 1.19234 1.91366
C21 -2.80969 0.97325 1.17042
C22 -4.01797 1.53764 1.54980
C23 -4.08470 2.32765 2.69166
C24 -2.94058 2.54488 3.44553
C25 -1.73092 1.97856 3.06380
P2 1.42918 1.62631 -0.83604
C26 3.17625 1.17325 -0.81819
C27 3.63015 0.47571 -1.93998
C28 4.97387 0.16325 -2.07387
C29 5.87567 0.53916 -1.08391
C30 5.43593 1.25321 0.02247
C31 4.09173 1.57975 0.14929
C32 1.54263 3.18109 -1.76587
C33 1.00209 3.32373 -3.04105
C34 1.22178 4.47700 -3.78358
C35 1.98440 5.50487 -3.25379
C36 2.55761 5.36374 -1.99497
C37 2.35869 4.20441 -1.26613
H11 1.81673 3.16722 2.04687
H12 0.05641 3.29727 2.09899
H13 0.92945 4.00699 0.75730
H14 -0.68143 -0.42931 4.11436
H15 0.72178 -0.71352 6.09469
H16 3.16088 -0.30576 5.97246
H17 4.18005 0.39976 3.83095
H18 2.76741 0.74197 1.85654
H19 -2.78199 0.34038 0.29148
H20 -4.91078 1.35948 0.96328
H21 -5.02548 2.76715 2.99603
H22 -2.98408 3.15681 4.33701
H23 -0.85662 2.14821 3.67858
H24 2.93636 0.18522 -2.72330
H25 5.32148 -0.36568 -2.95196
H26 6.92503 0.29595 -1.18574
H27 6.14136 1.57508 0.77761
H28 3.77805 2.17827 0.99663
H29 0.43697 2.52591 -3.48989
H30 0.80969 4.56491 -4.78087
H31 2.15634 6.40591 -3.82799
H32 3.17780 6.15218 -1.59007
H33 2.86158 4.09796 -0.31334
N5 -1.97149 -5.17873 4.35093
C38 -1.70900 -4.09198 3.60187
C39 -0.50469 -3.95714 2.88482
C40 -0.27809 -2.80722 2.16746
N6 -1.13717 -1.78108 2.06223
C41 -2.28735 -1.92661 2.73805
C42 -2.62103 -3.02614 3.49422
H34 -1.29444 -5.91276 4.46213
H35 -2.80925 -5.24218 4.90229
H36 0.25096 -4.73204 2.92027
H37 0.67273 -2.69161 1.65405
H38 -2.97946 -1.09155 2.68751
H39 -3.56683 -3.05108 4.02140
C43 -3.63087 -2.45244 -3.03279
As1 -2.88502 -2.63334 -1.30723
C44 -4.28830 -2.39150 -0.06476
C45 -2.04026 -4.28424 -0.96321
O2 -1.73252 -1.36024 -0.99944
H40 -4.57294 -3.00019 -3.01013
H41 -2.95679 -2.86204 -3.78069
H42 -3.82892 -1.39693 -3.21229
H43 -5.12949 -2.99790 -0.40204
H44 -4.57988 -1.34313 -0.04128
H45 -3.96397 -2.71654 0.92033
H46 -2.82315 -4.99009 -0.68616
H47 -1.36394 -4.13113 -0.12179
H48 -1.50399 -4.61693 -1.84887

Atom charges from the natural (NBO) analysis, given in e for atoms 1 to 99: Ti 1.8987; O -0.5747; C 0.6307; N -0.7438; C -0.2794; C 0.2476; C -0.2351; C -0.1000; C -0.1750; C 0.0610; N -0.6125; C 0.1142; C -0.1563; C -0.1027; C -0.2211; C 0.0865; N -0.5782; H 0.2472; H 0.2577; H 0.2580; H 0.2588; H 0.2523; H 0.2383; H 0.2621; H 0.2587; H 0.2607; H 0.2417; C -0.4375; N -1.0840; P 1.1747; C -0.4355; C -0.1856; C -0.1860; C -0.1609; C -0.2118; C -0.1649; C -0.4322; C -0.2217; C -0.2072; C -0.1610; C -0.2084; C -0.1288; P 1.1565; C -0.4209; C -0.1974; C -0.1984; C -0.1747; C -0.1398; C -0.2342; C -0.4351; C -0.1250; C -0.2073; C -0.1536; C -0.1879; C -0.1816; H 0.2138; H 0.2256; H 0.2310; H 0.2270; H 0.2389; H 0.2441; H 0.2338; H 0.2107; H 0.2106; H 0.2279; H 0.2462; H 0.2465; H 0.2244; H 0.2231; H 0.2384; H 0.2426; H 0.2326; H 0.2163; H 0.1862; H 0.2323; H 0.2451; H 0.2443; H 0.2198; N -0.7480; C 0.2590; C -0.3152; C 0.0478; N -0.5478; C 0.0417; C -0.3216; H 0.4137; H 0.4149; H 0.2365; H 0.1936; H 0.2115; H 0.2401; C -0.9879; As 1.9873; C -0.9934; C -0.9883; O -1.1524; H 0.2816; H 0.2943; H 0.2645